The following is a quantum chemistry calculation of C15H15N5O7V as an isolated structure at a distorted geometry, from the OMol25 dataset.

Structure (XYZ):
```
43
Properties=species:S:1:pos:R:3:forces:R:3:nbo_charge:R:1
O -0.51808 1.78653 0.66458 -1.4967 -2.8366 -0.9241 -0.45
V -1.27091 0.43657 0.21113 2.4443 3.5472 1.6181 1.51
N -0.86245 1.42165 -2.33726 -0.9884 1.5775 -0.4040 0.72
O -0.51007 2.16752 -3.23423 0.1200 -0.9353 0.4467 -0.39
O -1.94043 1.64479 -1.70191 -0.0782 -0.3737 0.2314 -0.52
O -0.20686 0.42548 -1.94976 0.3081 -0.6725 0.8830 -0.52
N -3.09253 0.82105 2.28653 -0.5391 2.0240 -0.1197 0.73
O -3.22836 1.50296 1.24077 -0.3246 -0.5788 -0.4444 -0.48
O -3.78538 0.98750 3.26540 0.3126 -0.6427 -0.2777 -0.39
O -2.10099 0.03278 2.27253 1.0215 -1.1830 -0.7354 -0.55
N 0.45388 -0.78495 0.84942 0.2072 0.1393 0.6588 -0.49
C 1.38319 -1.19331 -0.00498 0.3656 -0.7937 -1.5967 0.08
C 2.65298 -1.65614 0.32191 -0.2197 0.4812 1.4915 -0.24
C 2.98619 -1.68193 1.68050 -0.4655 -0.2145 -0.9218 -0.13
C 2.02361 -1.27671 2.60176 0.5415 -0.3952 -0.1847 -0.26
C 0.80093 -0.82479 2.15416 -0.4103 0.3447 0.1032 0.08
H 1.10826 -1.25073 -1.05275 -0.1677 0.3927 0.0838 0.23
H 3.37796 -1.95705 -0.41653 -0.2006 -0.0197 -0.2510 0.23
H 3.95183 -2.08003 1.95998 0.0091 0.1497 0.3021 0.22
H 2.24057 -1.36995 3.65581 -0.1853 0.2619 0.0755 0.23
H 0.06583 -0.45539 2.85664 -0.0867 -0.0503 -0.0547 0.24
N -2.51987 -1.27479 -0.42542 -0.6636 -1.1107 -0.3729 -0.54
C -2.75885 -2.28490 0.43722 -0.1843 0.5858 0.9692 0.08
C -3.91075 -3.04078 0.42243 0.0132 -0.7407 -1.2134 -0.25
C -4.74609 -2.93973 -0.68971 -0.1736 0.2001 0.2968 -0.12
C -4.48048 -1.98315 -1.65486 0.0562 -0.7747 0.7382 -0.26
C -3.36597 -1.19206 -1.46001 -0.1657 0.6901 -1.0516 0.09
H -2.05080 -2.42130 1.24537 0.0629 0.1840 -0.0380 0.22
H -4.11495 -3.84099 1.11841 0.2931 0.1937 0.3181 0.23
H -5.59151 -3.61005 -0.78382 -0.0594 0.0978 0.0164 0.22
H -5.12725 -1.89296 -2.51353 0.1907 0.2185 -0.1365 0.24
H -3.17400 -0.47290 -2.24931 0.3504 0.3468 0.4539 0.23
N 2.28829 2.42244 0.28936 0.7436 -0.1267 -0.1519 -0.41
C 3.54013 2.00819 0.53626 -0.3643 0.4586 -0.0058 0.02
C 4.58777 2.15197 -0.35607 0.4062 -0.2656 -0.1145 -0.27
C 4.36959 2.69274 -1.62184 -0.2409 -0.3396 1.0194 -0.17
C 3.07621 3.10821 -1.87431 0.0758 0.0907 -0.9258 -0.25
C 2.09430 2.97041 -0.91032 -0.3648 -0.2170 0.4052 0.04
H 3.72010 1.58376 1.51752 -0.0321 -0.0783 0.0206 0.19
H 5.57231 1.80317 -0.06667 -0.0054 0.0225 -0.0162 0.21
H 5.19597 2.73578 -2.31590 -0.1719 0.1988 -0.2401 0.22
H 2.78529 3.48634 -2.84714 0.0672 0.1242 0.0598 0.23
H 1.08138 3.29472 -1.12132 -0.0002 0.0196 -0.0104 0.21
```
Forces are in eV/Å.

Summary:
- Multiplicity: 2
- LUMO (alpha / beta): -0.71 / -0.50 eV
- HOMO-LUMO gap (alpha / beta): 8.62 / 8.98 eV
- Expectation value of S²: 0.81
- Maximum force: 0.08949 Eh/bohr
- HOMO energy (alpha / beta): -0.3427 / -0.3483 Eh

The following is a quantum chemistry calculation of C15H15NO7S5Ti as an isolated structure at a distorted geometry, from the OMol25 dataset.

Structure (XYZ):
```
44
Properties=species:S:1:pos:R:3:forces:R:3:nbo_charge:R:1
Ti -0.73341 -0.42677 -0.15569 -1.1855 -1.7439 0.7786 1.26
O -1.64180 0.59486 1.77108 0.1697 0.0137 -0.1508 -0.74
C -2.21202 1.90888 1.63500 0.1155 0.1019 -0.0513 -0.09
C -1.13406 2.95611 1.83217 0.0993 -0.2022 -0.0272 -0.40
C 0.14704 2.63763 1.05052 -0.1314 0.0390 -0.0212 -0.46
C -0.05801 2.48351 -0.43157 0.1275 0.1046 0.3100 0.28
C 0.40530 3.45331 -1.30297 -0.0036 0.2530 0.1630 -0.26
C 0.20820 3.32023 -2.66245 0.0168 0.0631 -0.0188 -0.15
C -0.48927 2.22733 -3.11069 -0.2364 -0.2721 -0.3709 -0.25
C -0.93371 1.28678 -2.20034 -0.0792 0.3950 0.1601 0.13
N -0.68267 1.38008 -0.88161 0.4155 2.7832 -1.4767 -0.53
H -2.37413 -0.03863 1.60948 -0.0545 0.0191 0.1137 0.53
H -3.00089 2.03240 2.37303 -0.1230 -0.0177 0.0830 0.18
H -2.65447 2.03053 0.65027 -0.1138 -0.1051 -0.1174 0.22
H -0.86765 3.02453 2.89091 0.0036 0.0641 -0.0086 0.20
H -1.54857 3.91635 1.51413 -0.0082 0.0464 0.0659 0.20
H 0.56183 1.71415 1.43888 0.1531 -0.0543 0.0418 0.28
H 0.87542 3.43140 1.21557 0.0623 0.0120 0.0015 0.20
H 0.93051 4.31169 -0.90726 0.0031 -0.0088 0.0839 0.21
H 0.58129 4.06572 -3.35404 -0.0053 0.0026 0.0097 0.20
H -0.72551 2.10328 -4.15803 0.0130 -0.0862 0.0099 0.22
H -1.50630 0.42748 -2.51815 -0.0105 -0.1558 -0.0135 0.26
S -5.60095 0.67543 0.40884 0.0658 -0.0382 -0.0402 -0.30
C -4.26905 0.65505 -0.62292 0.1557 0.1879 0.1426 -0.49
S -3.15181 -0.73864 -0.45643 -0.5637 0.0912 -0.3414 -0.25
S -3.94516 1.88286 -1.76000 -0.0571 -0.1824 -0.0301 -0.35
O -1.11606 -4.22195 0.40978 -0.1227 -0.0187 0.0477 -0.96
S -0.42944 -2.96917 0.26148 0.2676 -1.2707 0.4390 2.38
O -0.70251 -2.26400 -1.03612 0.0361 -0.4300 0.3163 -0.93
O -0.81901 -1.94858 1.29263 -0.0348 -0.2002 -0.2673 -0.94
C 1.26857 -3.27719 0.37321 0.2469 0.2506 -0.2444 -0.42
C 1.66684 -4.49237 0.96575 -0.0028 0.1823 -0.1314 -0.18
C 2.98970 -4.81417 1.14162 0.1700 0.1513 -0.0500 -0.32
C 4.01519 -3.88848 0.73091 -0.1215 -0.1650 0.0735 -0.33
C 3.66283 -2.67864 0.18270 -0.1557 -0.1043 -0.0752 -0.16
C 2.32113 -2.32926 -0.04222 -0.4372 -0.1627 0.2036 -0.51
S 1.95968 -0.68602 -0.41989 1.1230 -0.1790 0.1025 2.40
O 1.08763 -0.57420 -1.61404 -0.1902 0.2193 0.5551 -0.96
O 3.19394 0.05276 -0.54188 0.0173 0.0455 0.0029 -0.98
O 1.10507 -0.22486 0.73692 0.3568 0.3679 -0.1941 -0.99
H 0.87940 -5.16819 1.27944 0.0907 -0.0071 -0.0187 0.22
H 3.26139 -5.75018 1.61838 -0.0284 0.0203 -0.0562 0.18
H 5.06197 -4.13764 0.87407 -0.0581 0.0452 0.0017 0.18
H 4.41353 -1.94341 -0.08046 0.0145 -0.0551 -0.0007 0.22
```
Forces are in eV/Å.

Summary:
- Relative energy (zero: lowest compared OMol25 entry of this formula, charge and spin): 41.9 kcal/mol
- Multiplicity: 3
- Charge: -2
- LUMO (alpha / beta): 4.50 / 4.49 eV
- HOMO-LUMO gap (alpha / beta): 4.04 / 5.72 eV
- Expectation value of S²: 2.02
- Maximum force: 0.06180 Eh/bohr
- HOMO energy (alpha / beta): 0.0167 / -0.0451 Eh

The following is a quantum chemistry calculation of one molecule with the formula C15H15NOS2, from the OMol25 dataset.

Structure (XYZ):
```
34
Properties=species:S:1:pos:R:3:forces:R:3:nbo_charge:R:1
C 3.25754 2.28689 1.60221 0.1775 -0.4692 -0.3903 -0.74
H 3.87816 3.14179 1.85170 0.0198 0.0518 0.0244 0.24
H 3.03732 1.71928 2.50157 -0.0803 0.0540 0.1014 0.22
H 2.34880 2.62253 1.11093 -0.0942 0.0758 0.0639 0.22
S 4.24889 1.28587 0.45662 -0.0044 0.1629 0.1042 0.26
C 3.18495 -0.05607 0.02282 0.0092 0.2171 0.1682 -0.14
C 1.92301 -0.24366 0.55890 0.0292 -0.0566 -0.0572 -0.31
C 1.15090 -1.33173 0.15585 0.2197 -0.1688 -0.2606 0.25
C 1.64187 -2.23113 -0.78140 -0.1681 -0.1468 -0.0190 -0.28
C 2.90802 -2.03286 -1.30773 0.0624 0.1444 0.0818 -0.17
C 3.68055 -0.95959 -0.91546 0.0424 0.0628 0.0197 -0.25
H 4.66668 -0.80418 -1.32436 0.1233 -0.0219 -0.0938 0.22
H 3.29409 -2.73009 -2.03547 0.0307 -0.0711 -0.0700 0.22
H 1.03866 -3.06669 -1.09177 -0.0267 -0.0244 -0.0012 0.25
N -0.11358 -1.45924 0.74009 0.1738 0.2301 0.3096 -0.63
C -1.12259 -2.29799 0.41358 -0.2624 0.1120 0.3284 0.67
O -1.09142 -3.16699 -0.42768 0.0297 -0.2071 -0.2392 -0.60
C -2.38316 -2.08257 1.25247 -0.1948 0.4603 -0.0208 -0.63
H -3.25590 -2.42845 0.69777 0.1950 -0.0749 -0.0371 0.25
H -2.30263 -2.67534 2.16646 -0.0351 0.0092 -0.0408 0.26
S -2.64402 -0.38137 1.83688 -0.1276 -0.1155 0.1250 0.25
C -2.62204 0.59276 0.35034 -0.0147 -0.2705 0.2065 -0.18
C -2.65959 0.05230 -0.92530 -0.0153 0.0179 0.0241 -0.20
C -2.62903 0.89789 -2.02149 -0.0007 0.0315 -0.0951 -0.20
C -2.56862 2.26987 -1.85422 -0.0065 0.0262 -0.0872 -0.22
C -2.54089 2.80501 -0.57603 -0.0040 0.0521 -0.0024 -0.19
C -2.56517 1.97170 0.52469 -0.0077 -0.1170 0.0506 -0.24
H -2.54262 2.37575 1.52586 0.0238 0.1035 0.0991 0.22
H -2.49644 3.87458 -0.43483 0.0019 0.0904 0.0085 0.22
H -2.54435 2.92019 -2.71524 0.0052 0.0546 -0.0719 0.22
H -2.65395 0.47179 -3.01309 0.0053 -0.0225 -0.0969 0.22
H -2.70957 -1.01260 -1.08454 -0.0119 -0.1217 -0.0139 0.22
H -0.32974 -0.76807 1.45190 -0.0714 -0.1679 -0.1902 0.41
H 1.51591 0.44044 1.28797 -0.0230 0.0994 0.0722 0.21
```
Forces are in eV/Å.

Summary:
- Relative energy (zero: lowest compared OMol25 entry of this formula, charge and spin): 0.0 kcal/mol
- LUMO: 0.53 eV
- HOMO-LUMO gap: 8.57 eV
- Maximum force: 0.01236 Eh/bohr
- HOMO energy: -0.2956 Eh
- SMILES string: CSc1cccc(NC(=O)CSc2ccccc2)c1

The following is a quantum chemistry calculation of C15H15NTb as an isolated structure at a distorted geometry, from the OMol25 dataset.

Structure (XYZ):
```
32
Properties=species:S:1:pos:R:3:forces:R:3:mulliken_spin:R:1
C -0.43869 1.04802 -2.10206 0.7279 2.2155 0.5219 -0.03
C 0.98186 1.19207 -1.86280 -1.2162 1.9211 -0.2085 -0.01
C 1.15690 2.02962 -0.69575 -1.5455 1.0244 -1.7306 0.01
C -0.15565 2.40042 -0.21127 0.2791 0.6999 -2.3854 -0.02
C -1.14291 1.78757 -1.07646 1.7171 1.2760 -1.3412 0.00
Tb 0.05984 0.07724 0.04821 -0.0336 -3.5776 3.6962 6.15
N -1.40272 -1.39096 0.01739 5.3008 1.6782 -0.5595 -0.04
C -0.35686 -2.35217 -0.49554 -1.1360 -1.0870 -0.0658 -0.01
C 1.05538 -1.74246 -0.71051 -0.0998 -0.9618 -0.0438 -0.05
H 2.09283 2.28953 -0.24366 0.2600 0.0494 0.1785 0.00
H 1.76730 0.74183 -2.43661 0.1383 -0.1110 -0.0815 0.00
H -0.36360 2.98026 0.66681 -0.0359 0.0821 0.2359 0.00
H -2.20702 1.84912 -0.96103 -0.2264 -0.0482 0.0623 0.00
H -0.89160 0.45679 -2.87350 -0.1041 -0.1852 -0.1016 0.00
H 1.39137 -1.76920 -1.72049 0.3870 -0.4260 -0.6826 0.01
H -0.31030 -3.19136 0.22538 0.1392 0.0924 -0.3474 0.00
H -2.28769 -1.61162 0.02507 -5.4726 -2.3609 -0.2986 0.00
H 1.78425 -2.05758 0.02363 0.2629 -0.3798 0.0610 0.00
H -0.73519 -2.74071 -1.45822 0.3352 -0.1667 0.1768 0.00
C -0.12152 -0.13531 2.27734 0.3672 0.4950 7.9195 -0.03
C -0.10993 -0.09495 3.57314 -0.0307 -0.3626 -8.8403 0.02
C -0.05558 -0.05321 4.91845 0.0230 0.0019 2.3577 0.00
C -1.10093 0.55116 5.62556 -0.0798 0.1188 0.7260 0.00
C -1.04174 0.61882 7.00873 0.1151 -0.0432 0.0019 0.00
C 0.05316 0.08239 7.68941 -0.0071 0.0119 0.2448 0.00
C 1.09101 -0.52958 6.98287 -0.1165 0.0644 -0.0118 0.00
C 1.04118 -0.60150 5.59870 0.1113 -0.0028 0.6292 0.00
H -1.94713 0.97051 5.08332 0.2506 -0.1432 0.0544 0.00
H -1.85468 1.09682 7.55286 0.1735 -0.0999 0.0024 0.00
H 0.09708 0.14272 8.77592 -0.0034 -0.0211 -0.1926 0.00
H 1.94648 -0.94998 7.51095 -0.1937 0.0963 -0.0357 0.00
H 1.84872 -1.07149 5.03760 -0.2867 0.1497 0.0584 0.00
```
Forces are in eV/Å.

Summary:
- Relative energy (zero: lowest compared OMol25 entry of this formula, charge and spin): 0.0 kcal/mol
- Multiplicity: 7
- Charge: -1
- LUMO (alpha / beta): 2.93 / 2.93 eV
- HOMO-LUMO gap (alpha / beta): 6.16 / 6.37 eV
- Expectation value of S²: 12.10
- Maximum force: 0.17206 Eh/bohr
- HOMO energy (alpha / beta): -0.1189 / -0.1265 Eh